Density functional theory data (ωB97M-V/def2-TZVPD) for a gas-phase ion, N3O4 (charge -1).

The geometry in ORCA input format:
```
! RIJCOSX wB97M-V def2-TZVPD def2/J DEFGRID3
* xyz -1 1
O -1.4884 -0.3694 -1.7303
N -0.7904 -0.4679 -0.7240
O -0.9463 -1.3800 0.0453
N 0.1190 0.4269 -0.6007
N 0.8520 0.5504 0.6812
O 2.0030 0.9140 0.6271
O 0.2510 0.3260 1.7014
*
```

LUMO energy (eV): 4.65
SMILES string: O=[N+]([O-])N=[N+]([O-])[O-]
ΔE to the lowest compared entry with this formula, charge and spin (kcal/mol): 30.5
E_HOMO (eV): -5.23

Density functional theory data (ωB97M-V/def2-TZVPD) for a molecular structure, N4O12Sr.

The geometry in ORCA input format:
```
! RIJCOSX wB97M-V def2-TZVPD def2/J DEFGRID3
* xyz -1 2
Sr -0.0722 -0.3671 -0.2869
N 0.7160 1.0024 -3.7118
O 0.7182 0.7560 -2.4955
O 1.0041 0.0478 -4.4495
O 0.9789 2.2010 -3.9174
N -2.7874 0.1963 1.9777
O -2.2048 -0.1401 1.0554
O -2.7789 1.4233 2.2616
O -3.2712 -0.5388 2.8457
N 2.4400 2.1265 0.8420
O 1.3608 1.6318 0.9003
O 3.3426 1.4497 0.4025
O 2.4556 3.3386 0.6135
N -0.5109 -3.2893 1.0394
O 0.0914 -4.3433 1.1047
O 0.0639 -2.3138 1.4193
O -1.5460 -3.1810 0.3990
*
```

⟨S²⟩: 0.7557
LUMO energy (spin up / spin down) (eV): 1.94 / -3.26
E_HOMO (spin up / spin down) (eV): -6.48 / -5.77

Density functional theory data (ωB97M-V/def2-TZVPD) for a molecular structure, N4O12V.

The geometry in ORCA input format:
```
! RIJCOSX wB97M-V def2-TZVPD def2/J DEFGRID3
* xyz -1 3
V -0.0709 0.0305 0.0821
N -2.3761 0.3753 1.3998
O -1.8024 1.2627 0.6812
O -3.2867 0.5687 2.1576
O -1.7537 -0.7215 1.3050
N 1.7327 1.7655 1.0798
O 1.1182 0.8649 1.7403
O 2.6979 2.3454 1.4912
O 1.2015 1.9263 -0.0595
N -1.0986 -0.2177 -2.3878
O -1.6756 -0.3541 -3.4364
O -1.0123 -1.1243 -1.5060
O -0.5748 0.8658 -2.0059
N 1.7636 -1.9324 -0.1457
O 1.8471 -0.8257 -0.7503
O 0.7766 -1.9683 0.6528
O 2.5134 -2.8612 -0.2983
*
```

⟨S²⟩: 2.0117
LUMO energy (spin up / spin down) (eV): 2.03 / 2.56
ΔE to the lowest compared entry with this formula, charge and spin (kcal/mol): 1.1
E_HOMO (spin up / spin down) (eV): -6.93 / -7.92

Density functional theory data (ωB97M-V/def2-TZVPD) for 2 unconnected molecules or ions with the total composition N4O2.

The geometry in ORCA input format:
```
! RIJCOSX wB97M-V def2-TZVPD def2/J DEFGRID3
* xyz 0 1
N 2.3225 -0.6621 0.4226
N 1.0375 1.0578 -0.4046
N 1.7014 0.2025 -0.0014
N -1.4871 -0.0961 -0.0360
O -2.2221 0.7005 0.3694
O -1.3522 -1.2026 -0.3501
*
```

LUMO energy (spin up / spin down) (eV): -0.84 / -2.77
ΔE to the lowest compared entry with this formula, charge and spin (kcal/mol): 53.3
E_HOMO (spin up / spin down) (eV): -10.90 / -9.68

Density functional theory data (ωB97M-V/def2-TZVPD) for a molecular structure, NO2P.

The geometry in ORCA input format:
```
! RIJCOSX wB97M-V def2-TZVPD def2/J DEFGRID3
* xyz 0 1
N -0.2091 -0.0690 0.0448
O -1.2768 -0.6456 -0.0283
O 0.9377 -0.7348 -0.0103
P 0.5482 1.4494 -0.0062
*
```

LUMO energy (spin up / spin down) (eV): -2.26 / -2.26
ΔE to the lowest compared entry with this formula, charge and spin (kcal/mol): 51.7
E_HOMO (spin up / spin down) (eV): -9.27 / -9.27

Density functional theory data (ωB97M-V/def2-TZVPD) for a molecular structure, NO3P.

The geometry in ORCA input format:
```
! RIJCOSX wB97M-V def2-TZVPD def2/J DEFGRID3
* xyz 0 1
N -0.7269 0.0441 0.2307
O -1.6978 -0.5661 0.5289
O -0.3774 0.6371 -0.9766
O 2.0910 -0.9404 -0.1407
P 0.7112 0.8253 0.3577
*
```

LUMO energy (spin up / spin down) (eV): -2.91 / -2.93
ΔE to the lowest compared entry with this formula, charge and spin (kcal/mol): 166.0
E_HOMO (spin up / spin down) (eV): -9.61 / -9.58

Density functional theory data (ωB97M-V/def2-TZVPD) for a molecular structure, NO3Rb2.

The geometry in ORCA input format:
```
! RIJCOSX wB97M-V def2-TZVPD def2/J DEFGRID3
* xyz 1 1
Rb 0.0053 3.5469 -1.3530
Rb 1.8705 -3.0123 1.5217
N -0.4837 -0.1413 -0.0417
O -1.6078 -0.5649 0.1099
O 0.5150 -0.7825 0.3881
O -0.2993 0.9541 -0.6249
*
```

LUMO energy (eV): -3.18
ΔE to the lowest compared entry with this formula, charge and spin (kcal/mol): 0.3
E_HOMO (eV): -11.60

Density functional theory data (ωB97M-V/def2-TZVPD) for a gas-phase ion, NO3S2 (charge -1).

The geometry in ORCA input format:
```
! RIJCOSX wB97M-V def2-TZVPD def2/J DEFGRID3
* xyz -1 1
N 2.2782 -0.8599 0.6329
S 1.1692 -0.1031 0.1060
O 1.4721 1.1768 -0.5793
S -1.3640 -0.3150 0.3215
O -1.8982 1.0234 0.4810
O -1.6573 -0.9222 -0.9621
*
```

LUMO energy (eV): 3.34
SMILES string: N#S([O-])=S(=O)=O
ΔE to the lowest compared entry with this formula, charge and spin (kcal/mol): 19.1
E_HOMO (eV): -4.48

Density functional theory data (ωB97M-V/def2-TZVPD) for a gas-phase ion, NO3S2 (charge -1).

The geometry in ORCA input format:
```
! RIJCOSX wB97M-V def2-TZVPD def2/J DEFGRID3
* xyz -1 3
N 0.6443 0.3723 0.4585
O -1.4693 -0.3642 -1.0598
O 2.8942 -0.4756 -0.0616
O -2.1630 1.0358 0.8371
S 1.4603 -0.4654 -0.5145
S -1.3665 -0.1029 0.3402
*
```

⟨S²⟩: 2.0238
LUMO energy (spin up / spin down) (eV): 3.78 / 1.72
ΔE to the lowest compared entry with this formula, charge and spin (kcal/mol): 1.3
E_HOMO (spin up / spin down) (eV): -2.22 / -5.03

Density functional theory data (ωB97M-V/def2-TZVPD) for a molecular structure, NO5S.

The geometry in ORCA input format:
```
! RIJCOSX wB97M-V def2-TZVPD def2/J DEFGRID3
* xyz -1 1
N -1.1057 -0.2215 0.0696
O 0.6787 1.6540 0.0965
O -1.7294 0.3467 0.9243
O -1.5521 -0.8729 -0.8425
O 1.5368 -0.3407 1.3750
O 1.2497 -0.7850 -1.7857
S 0.9221 0.2195 0.1628
*
```

LUMO energy (spin up / spin down) (eV): 3.08 / 2.98
ΔE to the lowest compared entry with this formula, charge and spin (kcal/mol): 105.3
E_HOMO (spin up / spin down) (eV): -5.16 / -5.19

Density functional theory data (ωB97M-V/def2-TZVPD) for a molecular structure, Na9O20P5Pt.

The geometry in ORCA input format:
```
! RIJCOSX wB97M-V def2-TZVPD def2/J DEFGRID3
* xyz -4 3
Na 7.0436 8.0091 11.1743
Na 9.9845 9.6025 13.8062
Na 6.4079 10.0520 10.0719
Na 9.3639 12.7966 13.9134
Na 12.0126 10.8692 10.3309
Na 9.5774 10.8498 6.1106
Na 9.0439 11.5208 10.9978
Na 10.4620 8.3268 6.3171
Na 8.1049 8.9775 4.5924
Pt 5.1181 9.0759 14.2712
P 6.9590 11.1217 13.1188
O 8.0448 10.5103 14.0289
O 7.0127 10.1087 11.9026
O 7.2176 12.6019 12.8308
O 5.5052 11.0931 13.8503
P 10.7511 9.5229 3.6994
O 9.5454 10.4472 3.3317
O 11.3215 9.8386 5.1729
O 11.9086 9.8287 2.7555
O 10.1185 8.0641 3.9184
P 8.4734 9.3435 8.1657
O 7.6538 8.5798 9.3256
O 8.0444 9.0031 6.6993
O 9.9870 8.8452 8.4131
O 8.2853 10.9244 8.3568
P 11.9268 11.6816 12.9888
O 11.3674 12.0256 14.4280
O 10.5409 10.9332 12.3084
O 12.9991 10.5720 12.9018
O 12.1154 12.9441 12.1990
P 3.6454 7.4114 13.2071
O 3.7899 7.2955 14.7521
O 3.0028 8.8347 13.0145
O 3.1176 6.2682 12.3323
O 5.2194 7.7344 12.8186
*
```

⟨S²⟩: 2.0084
LUMO energy (spin up / spin down) (eV): 5.61 / 5.61
E_HOMO (spin up / spin down) (eV): 2.39 / 1.74

Density functional theory data (ωB97M-V/def2-TZVPD) for 2 unconnected molecules or ions with the total composition O2.

The geometry in ORCA input format:
```
! RIJCOSX wB97M-V def2-TZVPD def2/J DEFGRID3
* xyz 1 2
O 0.5689 0.3008 0.7225
O -0.5689 -0.3008 -0.7225
*
```

⟨S²⟩: 0.7542
LUMO energy (spin up / spin down) (eV): -16.75 / -16.20
ΔE to the lowest compared entry with this formula, charge and spin (kcal/mol): 220.6
E_HOMO (spin up / spin down) (eV): -24.25 / -22.83

Density functional theory data (ωB97M-V/def2-TZVPD) for a single O5S molecule.

The geometry in ORCA input format:
```
! RIJCOSX wB97M-V def2-TZVPD def2/J DEFGRID3
* xyz 0 1
O -1.9402 0.5653 -0.6704
O 1.8189 -0.6263 -0.1119
O 1.3753 0.5219 -0.2715
O -0.5795 -1.3392 0.0564
O 0.5344 0.9623 0.6206
S -1.2089 -0.0839 0.3768
*
```

LUMO energy (spin up / spin down) (eV): -2.74 / -3.85
ΔE to the lowest compared entry with this formula, charge and spin (kcal/mol): 0.0
E_HOMO (spin up / spin down) (eV): -11.36 / -11.27

Density functional theory data (ωB97M-V/def2-TZVPD) for 2 unconnected molecules or ions with the total composition OS3.

The geometry in ORCA input format:
```
! RIJCOSX wB97M-V def2-TZVPD def2/J DEFGRID3
* xyz 0 1
O -0.3679 -1.4474 0.0455
S 2.6356 0.6757 -0.0918
S -2.0187 0.7890 -0.1281
S -0.2490 -0.0172 0.1744
*
```

LUMO energy (spin up / spin down) (eV): -3.18 / -3.13
ΔE to the lowest compared entry with this formula, charge and spin (kcal/mol): 67.3
E_HOMO (spin up / spin down) (eV): -10.31 / -10.23

Density functional theory data (ωB97M-V/def2-TZVPD) for a molecular structure, S2.

The geometry in ORCA input format:
```
! RIJCOSX wB97M-V def2-TZVPD def2/J DEFGRID3
* xyz 0 1
S 0.0000 0.0000 1.3703
S 0.0000 0.0000 -1.3703
*
```

LUMO energy (eV): -4.48
ΔE to the lowest compared entry with this formula, charge and spin (kcal/mol): 96.4
E_HOMO (eV): -9.91

Density functional theory data (ωB97M-V/def2-TZVPD) for a single S2 molecule.

The geometry in ORCA input format:
```
! RIJCOSX wB97M-V def2-TZVPD def2/J DEFGRID3
* xyz 0 1
S 0.8169 0.1044 0.4192
S -0.8169 -0.1044 -0.4192
*
```

LUMO energy (eV): -2.39
ΔE to the lowest compared entry with this formula, charge and spin (kcal/mol): 0.5
E_HOMO (eV): -8.16

Density functional theory data (ωB97M-V/def2-TZVPD) for 2 unconnected molecules or ions with the total composition S2.

The geometry in ORCA input format:
```
! RIJCOSX wB97M-V def2-TZVPD def2/J DEFGRID3
* xyz 0 1
S -1.4234 -0.0111 0.0536
S 1.4234 0.0111 -0.0536
*
```

LUMO energy (eV): -4.63
ΔE to the lowest compared entry with this formula, charge and spin (kcal/mol): 109.0
E_HOMO (eV): -10.00

In the order shown, the computed total energy values come out to -465.07272; -1152.16630; -2065.67554; -369.26774; -546.40105; -621.50346; -328.38417; -1076.85885; -1076.79704; -828.97779; -4792.58263; -149.54523; -774.09336; -1269.65576; -796.16742; -796.32016; -796.14719 Eh.